C39H33AsN4O4PtS as an isolated structure at a distorted geometry. Source: the OMol25 dataset; level of theory: wB97M-V/def2-TZVPD.

Positions of all 83 atoms, in Å:
Pt: -0.08 1.38 1.00
C: -2.39 -6.03 0.55
C: -2.28 -4.63 1.11
C: -1.67 -4.39 2.34
C: -1.55 -3.11 2.84
C: -2.06 -2.04 2.11
C: -2.70 -2.26 0.90
C: -2.80 -3.55 0.40
S: -1.88 -0.39 2.71
O: -2.33 -0.36 4.07
O: -2.55 0.46 1.75
N: -0.28 -0.08 2.55
C: 0.60 0.08 3.62
C: 0.53 -0.55 4.84
C: 1.54 -0.40 5.80
C: 2.63 0.40 5.58
C: 2.71 1.13 4.38
C: 3.75 2.04 4.09
C: 3.73 2.77 2.94
C: 2.68 2.57 2.03
N: 1.73 1.70 2.25
C: 1.70 0.98 3.40
H: -1.80 -6.73 1.14
H: -2.04 -6.07 -0.48
H: -3.43 -6.37 0.56
H: -1.27 -5.23 2.91
H: -1.07 -2.93 3.80
H: -3.11 -1.42 0.36
H: -3.28 -3.72 -0.56
H: -0.33 -1.17 5.07
H: 1.45 -0.93 6.74
H: 3.42 0.50 6.32
H: 4.55 2.17 4.82
H: 4.51 3.49 2.71
H: 2.62 3.13 1.10
C: -1.19 5.62 -2.86
N: -1.03 5.09 -1.51
C: -1.64 5.68 -0.44
C: -1.58 5.16 0.79
C: -0.91 3.89 0.94
O: -0.88 3.25 2.02
N: -0.29 3.32 -0.12
C: -0.25 3.92 -1.35
O: 0.41 3.54 -2.30
H: -1.51 6.65 -2.80
H: -1.92 5.03 -3.41
H: -0.24 5.55 -3.38
H: -2.16 6.60 -0.65
H: -2.04 5.62 1.65
C: 2.83 -2.25 -5.48
C: 3.68 -1.50 -4.68
C: 3.15 -0.68 -3.69
C: 1.77 -0.60 -3.49
C: 0.93 -1.35 -4.31
C: 1.46 -2.17 -5.30
As: 1.19 0.55 -1.99
C: 1.08 -0.95 -0.72
C: 1.98 -0.95 0.35
C: 2.06 -2.02 1.22
C: 1.26 -3.13 1.02
C: 0.38 -3.17 -0.06
C: 0.28 -2.08 -0.91
C: -0.70 0.68 -2.53
C: -1.00 1.21 -3.79
C: -2.30 1.55 -4.12
C: -3.33 1.37 -3.21
C: -3.06 0.82 -1.97
C: -1.75 0.48 -1.64
H: 3.24 -2.90 -6.26
H: 4.75 -1.56 -4.82
H: 3.81 -0.10 -3.06
H: -0.14 -1.29 -4.19
H: 0.79 -2.76 -5.92
H: 2.65 -0.10 0.46
H: 2.75 -1.99 2.06
H: 1.33 -3.98 1.69
H: -0.23 -4.05 -0.24
H: -0.42 -2.11 -1.74
H: -0.20 1.38 -4.50
H: -2.51 1.97 -5.10
H: -4.35 1.65 -3.47
H: -3.84 0.66 -1.23
H: -1.57 0.01 -0.68

Computed properties:
HOMO level (spin up / spin down) (Eh): -0.2830 / -0.2884
Gap between HOMO and LUMO (spin up / spin down) (eV): 7.53 / 7.16
LUMO level (spin up / spin down) (eV): -0.2 / -0.7
Spin multiplicity: 3
Strongest force on any atom (hartree/bohr): 0.0204